[1]
Computed, not measured: a molecular structure, C38H46N6OP2PtS in a non-equilibrium geometry, with wB97M-V/def2-TZVPD.

XYZ file:
```
95
Properties=species:S:1:pos:R:3:mulliken_spin:R:1
Pt 0.416 -0.061 -0.634 0.60
C -3.079 -2.057 -3.180 0.01
C -2.482 -1.075 -2.145 0.01
C -3.438 -0.745 -0.996 0.00
P -0.939 -1.689 -1.443 0.16
C 0.124 -2.584 -2.615 0.02
C 0.094 -2.052 -4.025 0.01
C 0.143 -4.147 -2.523 0.02
C -1.290 -2.614 0.085 0.01
C -1.966 -3.856 0.054 0.09
C -2.464 -4.400 1.258 0.13
C -3.398 -5.551 1.291 0.00
C -2.169 -3.687 2.491 0.00
C -1.431 -2.523 2.539 0.07
C -1.051 -1.876 1.303 0.12
N -0.497 -0.582 1.086 0.40
C -0.675 0.365 2.101 -0.09
C -1.913 0.436 2.771 0.14
C -2.252 1.520 3.585 -0.03
C -1.411 2.662 3.660 0.07
C -1.822 3.830 4.433 0.00
C -0.102 2.499 3.075 0.09
C 0.300 1.399 2.342 0.01
P 2.030 1.102 2.084 0.12
C 2.478 -0.482 2.698 0.04
C 2.744 -1.623 1.722 0.05
C 1.578 -1.082 3.822 0.01
C 3.163 2.386 2.741 0.02
C 4.603 2.219 2.126 0.01
C 3.409 2.364 4.258 0.01
H -4.053 -1.649 -3.419 0.00
H -2.371 -2.271 -3.976 0.00
H -3.295 -3.070 -2.808 0.00
H -2.192 -0.126 -2.560 0.00
H -3.602 -1.618 -0.382 0.00
H -3.181 0.131 -0.313 0.00
H -4.413 -0.387 -1.396 0.00
H 1.078 -2.232 -2.178 0.00
H -0.630 -2.603 -4.566 0.00
H -0.258 -0.972 -4.048 0.00
H 1.027 -2.152 -4.532 0.00
H -0.758 -4.532 -2.937 0.00
H 0.985 -4.509 -3.092 0.00
H 0.266 -4.503 -1.474 0.00
H -2.214 -4.387 -0.844 0.01
H -3.644 -5.794 0.296 0.00
H -2.889 -6.473 1.748 0.03
H -4.387 -5.225 1.835 0.02
H -2.597 -4.160 3.377 0.00
H -1.383 -2.032 3.502 -0.01
H -2.685 -0.306 2.650 0.00
H -3.220 1.604 4.108 0.00
H -1.345 4.753 4.074 0.00
H -2.878 3.955 4.243 0.00
H -1.629 3.666 5.459 0.01
H 0.568 3.308 3.249 0.01
H 3.447 -0.238 3.208 0.00
H 1.841 -2.141 1.303 0.00
H 3.459 -1.401 0.924 0.00
H 3.133 -2.438 2.351 0.00
H 0.668 -1.496 3.388 0.01
H 2.127 -1.924 4.272 0.00
H 1.287 -0.518 4.653 0.00
H 2.734 3.335 2.420 0.01
H 4.909 1.261 2.486 0.00
H 4.685 2.298 1.033 0.00
H 5.146 3.021 2.588 0.00
H 3.811 1.411 4.598 0.00
H 4.241 3.036 4.539 0.00
H 2.558 2.464 4.990 0.00
S 0.585 4.958 -6.261 0.00
N 1.420 3.612 -5.927 0.00
C 0.994 3.079 -4.826 0.00
C 1.524 1.908 -4.236 0.00
C 2.601 1.141 -4.736 0.00
C 3.017 -0.034 -4.132 0.01
C 2.388 -0.392 -2.936 0.00
N 1.428 0.343 -2.409 0.00
C 0.989 1.457 -3.023 -0.01
C -0.025 2.273 -2.360 -0.03
N -0.556 1.807 -1.200 0.18
C -1.421 2.525 -0.501 -0.01
C -1.971 3.703 -0.984 0.01
C -1.477 4.204 -2.158 -0.01
C -0.529 3.467 -2.911 0.01
C -0.065 3.870 -4.205 0.00
N -0.408 4.899 -4.895 0.00
H 3.171 1.493 -5.607 0.00
H 3.840 -0.699 -4.461 0.00
H 2.643 -1.258 -2.325 0.00
H -1.889 2.064 0.371 0.02
H -2.674 4.249 -0.390 0.00
H -1.838 5.167 -2.516 0.00
O 2.826 2.003 -0.318 0.95
N 2.382 0.980 0.216 0.73
```

Calculated values
* total charge: +4
* largest force on an atom: 3.12 eV Å⁻¹
* HOMO level (spin up / spin down): -18.618 / -18.621 eV
* Kohn-Sham gap (spin up / spin down): 7.20 / 4.95 eV
* 2S+1: 5
* E_tot: -83758.743 eV

[2]
Computed, not measured: 7 unconnected molecules or ions with the total composition C38H46N8O8S in a non-equilibrium geometry, with wB97M-V/def2-TZVPD.

XYZ file:
```
101
Properties=species:S:1:pos:R:3:lowdin_charge:R:1
C -5.138 -0.238 -1.739 -0.07
C -4.270 0.752 -0.710 -0.33
O -4.812 0.499 0.634 -0.12
C -4.339 2.350 -1.169 -0.09
O -3.057 3.059 -1.026 -0.10
N -3.121 4.022 -0.071 -0.07
C -3.415 3.578 1.345 -0.18
O -4.538 3.216 1.969 0.02
C -1.991 3.659 2.154 0.05
C -1.470 2.999 3.561 -0.11
N -2.381 2.079 4.352 0.03
C 0.079 3.410 4.028 0.04
C 1.053 4.427 3.126 -0.16
S 2.741 4.797 3.848 0.75
C 2.586 4.562 5.738 -0.17
O 3.728 3.698 3.377 -0.41
O 3.239 6.249 3.653 -0.39
C 0.483 5.013 1.700 -0.04
C 1.386 5.976 0.729 -0.06
C 1.921 5.143 -0.616 -0.23
O 1.785 5.632 -1.880 -0.03
O 2.514 3.802 -0.345 0.00
C -1.038 4.621 1.231 0.06
C -1.931 5.005 -0.088 -0.12
O -1.634 5.951 -0.986 0.01
H -5.018 0.125 -2.846 0.08
H -6.251 -0.195 -1.346 0.10
H -4.716 -1.340 -1.555 0.08
H -3.137 0.454 -0.726 0.15
H -4.090 0.149 1.235 0.11
H -4.603 2.322 -2.332 0.14
H -5.249 2.927 -0.667 0.16
H -3.014 1.648 3.613 0.09
H -1.825 1.265 4.754 0.10
H 0.437 2.920 5.053 0.10
H 3.335 5.259 6.334 0.10
H 1.489 4.941 6.012 0.08
H 2.632 3.435 6.059 0.09
H 0.639 6.797 0.288 0.13
H 2.234 6.576 1.267 0.13
H 2.874 3.879 0.605 0.11
N -3.629 -3.648 -3.506 -0.01
C -2.945 -2.792 -4.329 -0.14
C -1.641 -3.227 -4.406 -0.11
C -1.536 -4.389 -3.606 -0.11
C -2.779 -4.629 -3.064 -0.14
H -4.608 -3.570 -3.263 0.14
H -3.444 -1.949 -4.788 0.11
H -0.851 -2.758 -4.978 0.09
H -0.649 -4.988 -3.443 0.09
H -3.130 -5.410 -2.403 0.10
N 1.656 -5.894 -5.542 0.00
C 1.883 -7.169 -5.992 -0.14
C 3.008 -7.649 -5.359 -0.12
C 3.471 -6.632 -4.492 -0.12
C 2.616 -5.560 -4.622 -0.14
H 0.897 -5.295 -5.840 0.14
H 1.228 -7.622 -6.724 0.11
H 3.446 -8.628 -5.506 0.09
H 4.335 -6.676 -3.842 0.07
H 2.609 -4.591 -4.142 0.11
N 6.636 1.916 6.998 -0.01
C 5.864 0.810 6.754 -0.15
C 5.306 0.949 5.503 -0.11
C 5.761 2.179 4.972 -0.12
C 6.583 2.754 5.915 -0.14
H 7.162 2.086 7.845 0.15
H 5.777 0.022 7.489 0.10
H 4.643 0.240 5.024 0.09
H 5.517 2.600 4.005 0.07
H 7.133 3.686 5.909 0.11
N -5.113 -5.082 -0.322 0.00
C -5.243 -4.493 0.909 -0.14
C -5.466 -5.488 1.835 -0.11
C -5.464 -6.720 1.139 -0.11
C -5.242 -6.440 -0.190 -0.14
H -4.948 -4.591 -1.191 0.11
H -5.167 -3.420 1.021 0.10
H -5.612 -5.342 2.898 0.09
H -5.610 -7.706 1.562 0.09
H -5.165 -7.090 -1.052 0.11
N 6.310 -8.373 -2.768 0.00
C 5.231 -9.198 -2.583 -0.14
C 5.579 -10.152 -1.653 -0.11
C 6.912 -9.888 -1.258 -0.12
C 7.338 -8.783 -1.959 -0.14
H 6.341 -7.584 -3.400 0.14
H 4.311 -9.038 -3.130 0.09
H 4.941 -10.950 -1.296 0.09
H 7.499 -10.445 -0.538 0.09
H 8.282 -8.255 -1.954 0.10
N -2.247 8.904 -1.075 0.00
C -3.461 9.528 -1.195 -0.14
C -3.251 10.761 -1.772 -0.12
C -1.861 10.882 -2.013 -0.12
C -1.266 9.720 -1.576 -0.14
H -2.098 7.985 -0.679 0.10
H -4.368 9.044 -0.860 0.10
H -4.016 11.494 -1.996 0.09
H -1.350 11.726 -2.458 0.09
H -0.231 9.406 -1.577 0.11
```

Calculated values
* SMILES: C[C@H](O)CON1C(=O)c2c(N)cc(S(C)(=O)=O)c(CC(=O)O)c2C1=O.c1cc[nH]c1.c1cc[nH]c1.c1cc[nH]c1.c1cc[nH]c1.c1cc[nH]c1.c1cc[nH]c1
* total charge: 0
* largest force on an atom: 9.73 eV Å⁻¹
* HOMO level: -7.871 eV
* Kohn-Sham gap: 5.42 eV
* E_tot: -79268.722 eV

[3]
Computed, not measured: a molecular structure, C38H47BBrHfN10O2S in a non-equilibrium geometry, with wB97M-V/def2-TZVPD.

XYZ file:
```
101
Properties=species:S:1:pos:R:3:mulliken_spin:R:1
Hf -0.288 0.213 0.086 0.01
C -2.230 2.529 -3.206 0.00
C -1.929 1.315 -2.602 0.00
N -0.954 1.469 -1.702 0.00
N -0.602 2.788 -1.726 0.00
C -1.373 3.432 -2.617 0.00
B 0.632 3.229 -0.911 0.01
N 0.232 3.170 0.611 0.00
C 0.339 4.086 1.577 0.00
C -0.103 3.535 2.774 0.00
C -0.474 2.243 2.455 0.00
N -0.276 2.029 1.141 0.03
N 1.733 2.130 -1.154 0.00
C 2.988 2.293 -1.585 0.01
C 3.578 1.049 -1.747 0.00
C 2.599 0.146 -1.371 0.00
N 1.480 0.797 -1.013 -0.01
N 1.219 4.579 -1.219 0.00
C 0.956 5.601 -2.086 0.00
C 1.865 6.594 -1.858 0.00
C 2.678 6.101 -0.817 0.00
N 2.290 4.901 -0.439 0.00
H -2.958 2.729 -3.971 0.00
H -2.373 0.352 -2.787 0.00
H -1.309 4.491 -2.780 0.00
H 0.726 5.069 1.380 0.00
H -0.149 4.018 3.734 0.00
H -0.868 1.463 3.090 0.00
H 3.404 3.271 -1.748 0.00
H 4.574 0.837 -2.092 0.00
H 2.639 -0.932 -1.354 0.00
H 0.178 5.575 -2.824 0.00
H 1.942 7.539 -2.368 0.00
H 3.523 6.567 -0.337 0.00
C 5.181 -1.099 2.984 -0.01
C 4.125 -0.397 3.835 0.04
N 2.917 -1.205 4.018 -0.01
C 2.861 -2.156 5.144 0.00
C 3.100 -3.604 4.727 0.00
C 1.917 -1.120 3.168 -0.08
S 2.038 -0.021 1.829 0.86
N 0.832 -1.867 3.365 0.02
C -0.230 -1.943 2.594 0.02
O -0.379 -1.331 1.464 0.08
C -1.333 -2.799 3.046 0.02
C -2.494 -2.898 2.275 -0.01
C -3.540 -3.696 2.698 0.00
C -3.440 -4.400 3.891 0.00
C -2.287 -4.309 4.661 0.00
C -1.237 -3.515 4.245 0.00
H 6.019 -0.426 2.806 0.00
H 4.767 -1.391 2.018 0.01
H 5.556 -1.989 3.486 0.00
H 3.836 0.553 3.370 0.01
H 4.523 -0.174 4.823 0.00
H 1.887 -2.059 5.620 0.00
H 3.621 -1.842 5.856 0.00
H 2.343 -3.933 4.019 0.00
H 3.046 -4.241 5.609 0.00
H 4.085 -3.731 4.278 0.00
H -2.571 -2.347 1.346 0.00
H -4.437 -3.773 2.097 0.00
H -4.259 -5.024 4.222 0.00
H -2.204 -4.859 5.589 0.00
H -0.336 -3.442 4.837 0.00
C -5.587 -2.721 -4.284 0.00
C -5.863 -3.034 -2.803 0.00
C -5.625 -4.531 -2.541 0.00
C -7.330 -2.719 -2.510 0.00
C -4.912 -2.212 -1.944 0.00
C -3.541 -2.424 -2.043 0.00
C -2.693 -1.654 -1.283 0.00
Br -0.762 -1.927 -1.536 0.00
C -3.099 -0.646 -0.399 0.00
O -2.217 0.097 0.269 0.01
C -4.495 -0.444 -0.283 0.00
C -5.344 -1.223 -1.059 0.00
C -5.037 0.624 0.675 0.00
C -4.575 2.023 0.222 0.00
C -6.568 0.634 0.700 0.00
C -4.562 0.333 2.111 0.00
H -6.255 -3.310 -4.914 0.00
H -4.560 -2.954 -4.568 0.00
H -5.768 -1.664 -4.490 0.00
H -6.341 -5.123 -3.111 0.00
H -5.762 -4.757 -1.481 0.00
H -4.623 -4.847 -2.832 0.00
H -7.963 -3.356 -3.127 0.00
H -7.574 -1.682 -2.748 0.00
H -7.580 -2.915 -1.465 0.00
H -3.135 -3.179 -2.703 0.00
H -6.404 -1.047 -0.976 0.00
H -4.915 2.218 -0.797 0.00
H -3.493 2.126 0.254 0.00
H -5.008 2.781 0.878 0.00
H -6.987 0.900 -0.272 0.00
H -6.906 1.380 1.419 0.00
H -6.970 -0.331 1.013 0.00
H -3.478 0.386 2.202 0.00
H -4.889 -0.660 2.425 0.00
H -4.997 1.064 2.794 0.00
```

Calculated values
* total charge: +2
* largest force on an atom: 1.27 eV Å⁻¹
* HOMO level (spin up / spin down): -13.075 / -13.066 eV
* Kohn-Sham gap (spin up / spin down): 7.19 / 3.97 eV
* 2S+1: 2
* E_tot: -142018.746 eV

[4]
Computed, not measured: a molecular structure, C38H47BBrHfN7O6 in a non-equilibrium geometry, with wB97M-V/def2-TZVPD.

XYZ file:
```
101
Properties=species:S:1:pos:R:3:lowdin_charge:R:1
Hf 0.075 0.492 -0.426 1.73
C -1.390 -0.314 4.462 0.00
C -1.722 0.293 3.147 -0.26
C -2.573 1.354 2.908 0.05
C -2.548 1.564 1.525 -0.20
N -1.682 0.707 0.967 0.02
N -1.206 -0.093 1.962 -0.02
B -0.563 -1.468 1.627 -0.52
N 0.928 -1.425 1.215 0.00
N 1.236 -1.340 -0.111 -0.01
C 2.485 -1.786 -0.273 -0.20
C 3.012 -2.118 0.982 0.06
C 2.002 -1.886 1.893 -0.24
C 2.046 -2.077 3.366 0.00
C 3.072 -2.113 -1.621 -0.44
C 4.477 -1.465 -1.822 -0.24
C 2.111 -1.695 -2.736 -0.03
C 3.240 -3.645 -1.650 -0.03
N -1.344 -2.022 0.438 0.02
N -1.280 -1.468 -0.805 0.05
C -2.027 -2.233 -1.607 -0.21
C -2.590 -3.279 -0.858 0.03
C -2.136 -3.115 0.429 -0.25
C -2.430 -3.959 1.618 -0.01
C -2.267 -2.126 -3.094 -0.53
C -3.785 -2.026 -3.317 -0.04
C -1.748 -3.422 -3.739 -0.03
C -1.593 -0.938 -3.774 -0.04
C -3.500 2.434 0.747 -0.53
C -4.386 3.248 1.694 -0.05
C -4.363 1.484 -0.099 -0.02
C -2.779 3.409 -0.179 -0.02
H -1.868 0.263 5.249 0.09
H -0.316 -0.320 4.635 0.08
H -1.743 -1.342 4.520 0.09
H -3.138 1.882 3.647 0.11
H -0.673 -2.162 2.576 0.12
H 3.994 -2.481 1.204 0.13
H 3.034 -2.425 3.649 0.09
H 1.310 -2.810 3.691 0.08
H 1.846 -1.138 3.880 0.07
H 3.951 0.425 -1.879 0.02
H 5.080 -2.115 -2.464 0.12
H 4.973 -1.407 -0.839 0.11
H 1.913 -0.624 -2.696 0.06
H 1.168 -2.230 -2.635 0.06
H 2.549 -1.921 -3.704 0.10
H 3.984 -3.972 -0.927 0.08
H 3.564 -3.966 -2.638 0.09
H 2.296 -4.134 -1.415 0.09
H -3.239 -4.056 -1.205 0.11
H -3.105 -4.760 1.327 0.08
H -2.899 -3.375 2.407 0.08
H -1.518 -4.401 2.014 0.09
H -4.298 -2.918 -2.968 0.08
H -3.994 -1.904 -4.377 0.09
H -4.188 -1.166 -2.787 0.08
H -2.207 -4.300 -3.292 0.08
H -0.669 -3.502 -3.622 0.08
H -1.977 -3.420 -4.802 0.09
H -2.104 -0.013 -3.531 0.07
H -1.634 -1.067 -4.853 0.10
H -0.550 -0.845 -3.475 0.07
H -4.970 2.606 2.347 0.08
H -5.078 3.848 1.109 0.09
H -3.783 3.918 2.302 0.09
H -4.915 0.794 0.538 0.09
H -3.726 0.911 -0.773 0.07
H -5.075 2.060 -0.686 0.09
H -2.019 3.970 0.360 0.09
H -3.493 4.113 -0.600 0.10
H -2.319 2.867 -0.995 0.05
O -1.108 2.521 -3.616 0.13
C -0.754 2.231 -2.490 -0.56
O -0.973 1.090 -1.920 -0.18
C -0.053 3.244 -1.621 -0.20
C 0.102 4.525 -2.107 0.04
C 0.767 5.471 -1.329 0.00
C 1.366 5.014 -0.177 0.03
C 1.220 3.682 0.236 -0.13
N 0.392 2.810 -0.416 0.09
C 2.031 3.310 1.407 -0.25
O 2.608 4.154 2.075 0.12
O 0.975 1.118 1.645 -0.09
H -0.314 4.750 -3.077 0.13
H 0.844 6.500 -1.642 0.12
H 1.988 5.647 0.437 0.12
Br 6.762 0.597 2.729 0.69
C 4.965 1.052 2.295 -0.69
C 4.060 1.295 3.370 -0.12
C 2.798 1.652 3.112 -0.03
C 2.262 1.818 1.721 -0.33
C 3.206 1.324 0.640 -0.17
C 4.559 1.076 1.005 -0.09
C 2.898 1.147 -0.703 -0.16
O 4.467 -0.230 -2.453 -0.12
O 1.728 1.080 -1.240 -0.26
H 4.414 1.188 4.384 0.10
H 2.100 1.857 3.914 0.12
H 0.512 1.375 2.462 0.12
H 5.242 0.846 0.202 0.11
```

Calculated values
* total charge: 0
* largest force on an atom: 3.37 eV Å⁻¹
* HOMO level: -6.440 eV
* Kohn-Sham gap: 5.64 eV
* E_tot: -134914.308 eV